[1]
The following is a quantum chemistry calculation of a structure of composition C3H3NO3 in a non-equilibrium geometry, from the Open Molecules 2025 dataset.

XYZ file:
```
10
Properties=species:S:1:pos:R:3:lowdin_charge:R:1
N 0.4948 -1.2179 -0.8518 0.18
C 0.2298 -0.4699 0.1194 -0.47
O 0.1419 0.9306 0.1845 0.06
C -0.5619 1.5448 -0.7912 -0.30
O -1.0552 1.0137 -1.7457 0.09
C 0.0917 -1.0523 1.5229 -0.01
O 1.2865 -0.7568 1.5729 0.09
H 0.2478 -0.7882 -1.7327 0.06
H -0.6208 2.6145 -0.5555 0.15
H -0.2545 -1.8185 2.2773 0.15
```

The calculation puts the energy at -10788.4870 eV. The HOMO-LUMO gap is 9.281 eV. The highest occupied orbital energy comes out at -9.353 eV. The energy above the lowest of the compared OMol25 structures with the same formula, charge and spin is 97.2 kcal per mole. The calculation puts the LUMO energy at -0.07 eV.



[2]
The following is a quantum chemistry calculation of an isolated molecule of C3H3NO3S, from the Open Molecules 2025 dataset.

XYZ file:
```
11
Properties=species:S:1:pos:R:3:lowdin_charge:R:1
C -0.2589 -0.0478 -0.6833 -0.32
C 0.6647 -0.9535 -0.3135 -0.01
C 1.2319 -0.4916 0.9311 -0.86
H -1.0647 -0.7611 -2.2248 0.14
H 0.9970 -1.8484 -0.8190 0.12
H -1.6317 2.1900 0.7570 0.12
N -0.2806 1.0436 0.1952 -0.08
O -1.1124 0.0430 -1.6968 0.15
O 0.5895 0.6799 1.2577 -0.02
O -1.5352 1.2420 0.7184 0.07
S 2.4005 -1.0961 1.8780 0.70
```

The calculation puts the energy at -21623.8784 eV. The HOMO-LUMO gap is 8.710 eV. Its SMILES is Oc1cc(=S)on1O. The highest occupied orbital energy comes out at -8.653 eV. The energy above the lowest of the compared OMol25 structures with the same formula, charge and spin is 92.5 kcal per mole. The calculation puts the LUMO energy at 0.06 eV.



[3]
The following is a quantum chemistry calculation of a structure of composition C3H3NOS in a non-equilibrium geometry, from the Open Molecules 2025 dataset.

XYZ file:
```
9
Properties=species:S:1:pos:R:3:lowdin_charge:R:1
C 0.4703 0.1599 -0.3811 -0.80
C -0.4699 -0.6933 -0.1347 -0.17
C -0.8405 1.0533 0.8718 -0.18
H 1.9440 -1.6826 -0.9936 0.02
H -0.8103 -1.7062 -0.4988 0.14
H -1.2931 1.7101 1.4859 0.10
N -1.3515 -0.0912 0.7754 0.12
O 0.3154 1.3528 0.1110 0.05
S 2.0357 -0.1028 -1.2360 0.73
```

The calculation puts the energy at -17530.0890 eV. The HOMO-LUMO gap is 9.096 eV. The highest occupied orbital energy comes out at -8.857 eV. The energy above the lowest of the compared OMol25 structures with the same formula, charge and spin is 42.7 kcal per mole. The calculation puts the LUMO energy at 0.24 eV.



[4]
The following is a quantum chemistry calculation of an isolated molecule of C3H3NOS in a non-equilibrium geometry, from the Open Molecules 2025 dataset.

XYZ file:
```
9
Properties=species:S:1:pos:R:3:lowdin_charge:R:1
C 0.4302 -0.9355 -0.2541 -0.21
C -2.1992 0.7486 -0.0346 -0.76
C 1.5956 -0.2582 0.0002 -0.28
N 2.6246 0.1271 0.5228 0.14
O -3.3399 1.1226 -0.0305 -0.04
S -1.8007 -0.8762 -0.3587 0.89
H 0.6118 -2.0794 -0.4427 0.06
H -1.3136 1.3924 0.3546 0.10
H 3.3912 0.7586 0.2430 0.09
```

The calculation puts the energy at -17528.2229 eV. The HOMO-LUMO gap is 7.755 eV. Its SMILES is N=C=CSC=O. The highest occupied orbital energy comes out at -8.917 eV. The energy above the lowest of the compared OMol25 structures with the same formula, charge and spin is 85.7 kcal per mole. The calculation puts the LUMO energy at -1.16 eV.



[5]
The following is a quantum chemistry calculation of an isolated molecule of C3H3NOS in a non-equilibrium geometry, from the Open Molecules 2025 dataset.

XYZ file:
```
9
Properties=species:S:1:pos:R:3:lowdin_charge:R:1
C 0.8122 -1.1888 0.1485 0.06
C 1.3009 0.0172 0.0984 -0.51
C -1.2969 1.1018 -0.0876 -0.48
N -1.8309 -0.0921 -0.0558 -0.14
O -1.2698 -1.1821 0.1493 -0.09
S 0.3811 1.5349 0.0666 0.90
H 1.2918 -2.2274 0.1795 0.11
H 2.4162 0.0359 -0.0827 0.10
H -1.8046 2.0006 -0.4161 0.06
```

The calculation puts the energy at -17526.6104 eV. The HOMO-LUMO gap (spin up / spin down) is 7.812 / 7.794 eV. The highest occupied orbital energy (spin up / spin down) comes out at -8.300 / -8.297 eV. The energy above the lowest of the compared OMol25 structures with the same formula, charge and spin is 122.9 kcal per mole. The calculation puts the LUMO energy (spin up / spin down) at -0.49 / -0.50 eV.



[6]
The following is a quantum chemistry calculation of a cluster of 2 separate species, C3H3NOS2 in total in a non-equilibrium geometry, from the Open Molecules 2025 dataset.

XYZ file:
```
10
Properties=species:S:1:pos:R:3:lowdin_charge:R:1
C -1.3895 -0.8485 0.8872 -0.89
C -0.0695 1.4004 -0.5787 -0.73
C 1.9998 0.1386 -0.2393 -0.10
N -1.9375 -1.1072 -0.1500 0.12
O 1.0079 0.8723 -0.6338 -0.10
S -1.1020 2.6128 -0.7156 0.73
S -0.9950 -0.0891 2.1904 0.74
H 2.3436 -0.6959 -0.8496 0.04
H 2.0777 -0.3034 0.8204 0.07
H -1.9356 -1.9801 -0.7311 0.12
```

The calculation puts the energy at -28361.7114 eV. The HOMO-LUMO gap (spin up / spin down) is 7.118 / 7.119 eV. The highest occupied orbital energy (spin up / spin down) comes out at -7.205 / -7.206 eV. The energy above the lowest of the compared OMol25 structures with the same formula, charge and spin is 141.2 kcal per mole. The calculation puts the LUMO energy (spin up / spin down) at -0.09 / -0.09 eV.



[7]
The following is a quantum chemistry calculation of an isolated molecule of C3H3NOS2 in a non-equilibrium geometry, from the Open Molecules 2025 dataset.

XYZ file:
```
10
Properties=species:S:1:pos:R:3:lowdin_charge:R:1
C 0.9698 -0.1134 -1.1591 -0.53
C 1.0514 1.2769 0.8217 -0.37
C -1.1197 -0.7508 0.5006 -0.80
N 1.2877 0.7535 -0.1999 0.09
O 1.0286 1.8369 1.8169 0.20
S -0.3300 -1.1223 -1.1787 0.89
S -2.2263 0.0514 -0.5376 0.46
H 1.4591 -0.0534 -2.0677 0.04
H -1.4785 -1.7154 0.7843 0.02
H -0.6422 -0.1636 1.2195 0.00
```

The calculation puts the energy at -28364.6423 eV. The HOMO-LUMO gap (spin up / spin down) is 7.091 / 7.090 eV. The highest occupied orbital energy (spin up / spin down) comes out at -7.579 / -7.579 eV. The energy above the lowest of the compared OMol25 structures with the same formula, charge and spin is 73.6 kcal per mole. The calculation puts the LUMO energy (spin up / spin down) at -0.49 / -0.49 eV.



[8]
The following is a quantum chemistry calculation of a cluster of 2 separate species, C3H3NS in total in a non-equilibrium geometry, from the Open Molecules 2025 dataset.

XYZ file:
```
8
Properties=species:S:1:pos:R:3:lowdin_charge:R:1
C -0.2454 -2.3126 0.0773 0.18
C -1.0383 -1.4313 0.2661 -0.22
C -1.7216 -0.2562 0.1556 -0.70
N -0.4268 1.6680 0.4070 0.01
S -3.2289 0.1715 -0.0554 0.76
H 0.3721 -3.1463 0.1952 0.04
H -1.1576 2.0673 1.0471 -0.02
H -0.8549 1.6602 -0.5711 -0.03
```

The calculation puts the energy at -15478.9712 eV. The HOMO-LUMO gap (spin up / spin down) is 8.184 / 6.940 eV. The highest occupied orbital energy (spin up / spin down) comes out at -9.396 / -8.372 eV. The energy above the lowest of the compared OMol25 structures with the same formula, charge and spin is 110.4 kcal per mole. The calculation puts the LUMO energy (spin up / spin down) at -1.21 / -1.43 eV.